Record 1
C7H12N3 as an isolated structure in a non-equilibrium geometry, computed with ωB97M-V with the def2-TZVPD basis set.

Net charge: +1
Gap between HOMO and LUMO (Eh): 0.33632
Total energy (eV): -11914.243
Energy relative to the best compared isomer or geometry (same formula, charge and spin) (kJ/mol): 414.74
Maximum force (eV/Å): 5.9

Each line ends with the natural charge from an NBO analysis.
Cartesian coordinates (Å):
C1 -2.80 1.18 0.13  -0.086
C2 -1.49 1.49 -0.16  -0.240
C3 -3.07 -0.22 0.24  -0.265
C4 -2.14 -1.14 0.13  0.065
C5 -0.41 0.56 -0.19  0.443
C6 0.20 -1.81 -0.17  -0.444
C7 3.26 0.39 0.51  -0.392
N1 -0.78 -0.72 0.00  -0.311
N2 2.03 0.18 -0.46  -0.456
N3 0.89 0.94 -0.35  -0.390
H1 -3.35 2.03 0.22  0.247
H2 -1.08 2.53 -0.38  0.226
H3 -4.09 -0.33 0.55  0.259
H4 -2.19 -2.26 0.35  0.256
H5 0.01 -2.30 -1.12  0.220
H6 1.17 -1.41 -0.14  0.260
H7 0.07 -2.63 0.60  0.227
H8 3.96 -0.15 0.00  0.211
H9 3.56 1.45 0.56  0.207
H10 3.04 0.00 1.50  0.214
H11 2.38 -0.01 -1.37  0.378
H12 0.86 2.22 -0.45  0.369



Record 2
C7H12N3 as an isolated structure in a non-equilibrium geometry, computed with ωB97M-V with the def2-TZVPD basis set.

Net charge: +1
Gap between HOMO and LUMO (Eh): 0.36320
Total energy (eV): -11913.887
Energy relative to the best compared isomer or geometry (same formula, charge and spin) (kJ/mol): 449.05
Maximum force (eV/Å): 4.5

Each line ends with the natural charge from an NBO analysis.
Cartesian coordinates (Å):
C1 -1.15 0.26 -0.52  0.467
C2 2.63 0.75 1.91  0.498
C3 -1.19 1.56 0.24  -0.550
C4 0.15 1.01 0.67  0.577
C5 2.76 -0.73 1.60  -0.677
C6 -1.71 -1.65 -2.06  -0.610
C7 -2.09 -0.25 -1.50  -0.499
N1 -0.01 -0.20 -0.03  -0.449
N2 1.17 1.38 1.45  -0.560
N3 3.61 1.19 2.55  -0.550
H1 -1.10 2.68 -0.14  0.274
H2 -1.83 1.73 1.07  0.269
H3 3.74 -1.13 1.81  0.270
H4 2.62 -0.80 0.44  0.237
H5 1.89 -1.23 1.94  0.237
H6 -1.48 -1.44 -3.05  0.230
H7 -2.38 -2.41 -2.00  0.238
H8 -0.81 -2.11 -1.58  0.238
H9 -3.05 -0.08 -0.88  0.277
H10 -2.33 0.57 -2.25  0.287
H11 0.96 2.25 1.92  0.420
H12 3.70 2.17 2.77  0.375



Record 3
An isolated ion of composition C7H12N3O4 and charge +1 in a non-equilibrium geometry, computed with ωB97M-V with the def2-TZVPD basis set.

Net charge: +1
Gap between HOMO and LUMO (Eh): 0.37642
Total energy (eV): -20101.565
Energy relative to the best compared isomer or geometry (same formula, charge and spin) (kJ/mol): 271.48
Maximum force (eV/Å): 4.7
SMILES: CO/N=N\CC=C=C(OC)OC(=[NH2+])O

Each line ends with the natural charge from an NBO analysis.
Cartesian coordinates (Å):
C1 -1.95 0.43 -0.32  -0.137
C2 -1.73 -0.76 0.22  -0.124
C3 -1.24 -1.70 0.97  0.527
C4 -1.05 -0.49 3.08  0.940
C5 -0.77 1.40 -0.62  -0.328
C6 -1.40 -3.48 -0.53  -0.248
C7 3.18 1.73 -1.64  -0.277
N1 0.38 1.09 0.20  -0.260
N2 -0.26 0.47 2.73  -0.758
N3 1.53 1.28 -0.14  0.192
O1 -1.47 -1.48 2.44  -0.447
O2 -1.24 -0.52 4.40  -0.625
O3 -0.89 -2.94 0.67  -0.469
O4 1.75 1.65 -1.37  -0.348
H1 -2.85 0.66 -0.74  0.231
H2 -0.47 1.46 -1.69  0.253
H3 -1.21 2.23 -0.18  0.235
H4 -0.72 -3.37 -1.37  0.197
H5 -2.31 -2.96 -0.67  0.196
H6 -1.43 -4.58 -0.43  0.221
H7 3.46 1.59 -2.70  0.219
H8 3.89 1.03 -1.08  0.212
H9 3.57 2.66 -1.43  0.195
H10 -0.02 0.74 1.80  0.437
H11 0.13 1.16 3.35  0.439
H12 -1.51 -1.42 4.70  0.526



Record 4
One molecule with the formula C7H12N4O2 in a non-equilibrium geometry, computed with ωB97M-V with the def2-TZVPD basis set.

Gap between HOMO and LUMO (Eh): 0.32447
Total energy (eV): -17507.618
Energy relative to the best compared isomer or geometry (same formula, charge and spin) (kJ/mol): 127.15
Maximum force (eV/Å): 2.6
SMILES: Cc1nnc(NC(=O)CN(C)C)o1

Each line ends with the natural charge from an NBO analysis.
Cartesian coordinates (Å):
O1 1.76 2.57 0.97  -0.600
N1 -0.16 -0.95 1.17  -0.364
N2 -0.45 -2.15 1.68  -0.282
O2 0.49 -1.01 3.28  -0.412
C1 0.94 1.67 0.84  0.670
C2 0.40 -0.30 2.14  0.617
C3 -0.02 -2.21 2.90  0.436
N3 0.89 0.94 2.00  -0.624
N4 0.62 2.21 -1.67  -0.448
C4 -0.30 -3.39 3.75  -0.661
C5 1.87 1.77 -2.30  -0.412
C6 0.22 3.60 -1.72  -0.407
C7 0.20 1.43 -0.50  -0.301
H1 1.52 1.28 2.71  0.429
H2 -0.94 -3.10 4.59  0.231
H3 -0.88 -4.12 3.19  0.256
H4 0.63 -3.86 4.06  0.229
H5 2.74 2.17 -1.72  0.183
H6 1.95 0.67 -2.38  0.201
H7 1.95 2.07 -3.34  0.202
H8 0.92 4.25 -1.18  0.184
H9 0.20 3.94 -2.76  0.194
H10 -0.82 3.79 -1.37  0.200
H11 0.40 0.39 -0.79  0.249
H12 -0.89 1.55 -0.33  0.229



Record 5
An isolated ion of composition C7H12N7 and charge +1 in a non-equilibrium geometry, computed with ωB97M-V with the def2-TZVPD basis set.

Net charge: +1
Gap between HOMO and LUMO (Eh): 0.32154
Total energy (eV): -17872.872
Energy relative to the best compared isomer or geometry (same formula, charge and spin) (kJ/mol): 319.27
Maximum force (eV/Å): 4.0
SMILES: [H]/N=C/N=N\C(=[NH+]/c1ncn[nH]1)C(C)C

Each line ends with the natural charge from an NBO analysis.
Cartesian coordinates (Å):
C1 3.49 0.53 0.28  0.172
C2 1.93 -0.83 -0.24  0.496
C3 -0.19 3.09 0.06  0.207
C4 -0.21 -0.18 0.13  0.487
C5 -2.12 -0.97 -1.23  -0.575
C6 -1.99 -1.30 1.44  -0.627
C7 -1.70 -0.43 0.17  -0.258
N1 2.14 0.35 0.30  -0.448
N2 4.05 -0.51 -0.22  -0.228
N3 0.18 2.05 0.96  -0.133
N4 0.29 0.88 0.68  0.062
N5 3.10 -1.45 -0.44  -0.348
N6 -1.06 2.70 -0.81  -0.612
N7 0.63 -1.26 -0.20  -0.570
H1 3.92 1.52 0.43  0.240
H2 0.13 4.09 0.55  0.225
H3 -3.15 -0.98 -1.42  0.249
H4 -1.67 -1.87 -1.27  0.180
H5 -1.53 -0.41 -1.99  0.222
H6 -2.90 -1.05 1.97  0.248
H7 -1.09 -1.29 2.15  0.223
H8 -2.00 -2.35 1.35  0.226
H9 -2.16 0.63 0.36  0.264
H10 3.30 -2.33 -1.02  0.453
H11 -1.63 3.43 -1.32  0.391
H12 0.24 -2.08 -0.67  0.452



Record 6
An isolated ion of composition C7H12NO and charge +1 in a non-equilibrium geometry, computed with ωB97M-V with the def2-TZVPD basis set.

Net charge: +1
Gap between HOMO and LUMO (spin up / spin down) (Eh): 0.32046 / 0.32043
Total energy (eV): -10980.139
Energy relative to the best compared isomer or geometry (same formula, charge and spin) (kJ/mol): 413.55
Maximum force (eV/Å): 4.4
SMILES: C[C@@H]1CC=C[N+](=O)[C@H]1C

Each line ends with the natural charge from an NBO analysis.
Cartesian coordinates (Å):
C1 0.49 1.60 0.97  0.065
C2 1.74 1.18 0.62  -0.176
C3 -0.74 0.98 0.52  -0.503
C4 -0.58 -0.21 -0.51  -0.275
C5 0.65 -1.04 -0.17  0.018
C6 -0.86 0.40 -1.93  -0.613
C7 0.54 -1.79 1.12  -0.668
N1 2.03 0.11 -0.21  0.289
O1 3.01 -0.17 -0.86  -0.145
H1 0.47 2.45 1.64  0.259
H2 2.60 1.75 0.84  0.248
H3 -1.42 0.69 1.32  0.285
H4 -1.28 1.80 0.03  0.278
H5 -1.26 -1.01 -0.45  0.250
H6 1.04 -1.67 -1.00  0.247
H7 0.15 0.69 -2.45  0.224
H8 -1.56 1.23 -1.75  0.225
H9 -1.37 -0.35 -2.63  0.246
H10 -0.41 -2.27 1.11  0.257
H11 0.49 -1.24 1.99  0.233
H12 1.43 -2.54 1.26  0.256



Record 7
An isolated ion of composition C7H12NO and charge +1 in a non-equilibrium geometry, computed with ωB97M-V with the def2-TZVPD basis set.

Net charge: +1
Gap between HOMO and LUMO (Eh): 0.28642
Total energy (eV): -10981.746
Energy relative to the best compared isomer or geometry (same formula, charge and spin) (kJ/mol): 258.49
Maximum force (eV/Å): 3.1
SMILES: C/C(O)=C/C=C\C=C\[NH3+]

Each line ends with the natural charge from an NBO analysis.
Cartesian coordinates (Å):
C1 0.61 -1.67 0.78  -0.371
C2 -0.56 -1.84 0.11  -0.070
C3 1.58 -0.62 0.57  -0.172
C4 -1.59 -0.89 -0.29  -0.426
C5 1.77 0.09 -0.53  -0.118
C6 -1.85 0.30 0.24  0.439
C7 -2.92 1.24 -0.23  -0.652
N1 2.76 1.13 -0.48  -0.673
O1 -0.93 0.83 1.12  -0.664
H1 1.07 -2.54 1.36  0.254
H2 -1.04 -2.87 0.00  0.237
H3 2.17 -0.55 1.39  0.219
H4 -2.29 -1.31 -0.97  0.232
H5 1.56 -0.10 -1.54  0.234
H6 -3.13 1.99 0.46  0.243
H7 -3.70 0.62 -0.53  0.237
H8 -2.47 1.73 -1.10  0.235
H9 3.54 0.89 -1.12  0.437
H10 3.16 1.35 0.45  0.448
H11 2.52 2.07 -0.84  0.444
H12 -0.25 0.14 1.13  0.487



Record 8
A 2-piece molecular cluster, C7H12NO3 overall in a non-equilibrium geometry, computed with ωB97M-V with the def2-TZVPD basis set.

Gap between HOMO and LUMO (spin up / spin down) (Eh): 0.31597 / 0.28701
Total energy (eV): -15080.408
Multiplicity: 2
Energy relative to the best compared isomer or geometry (same formula, charge and spin) (kJ/mol): 84.27
Maximum force (eV/Å): 1.7

Each line ends with the Mulliken spin population.
Cartesian coordinates (Å):
C1 0.30 0.49 0.66  -0.160
C2 -0.81 -0.31 0.30  0.390
C3 -1.53 -0.10 -0.97  0.065
O1 -1.48 0.97 -1.58  0.137
H1 0.69 0.21 1.65  -0.002
C4 0.24 2.00 0.53  0.031
C5 -1.25 -1.41 1.23  -0.014
C6 -2.36 -1.23 -1.52  -0.002
H2 -0.62 2.40 1.10  -0.016
H3 1.15 2.44 0.95  0.001
H4 0.17 2.31 -0.52  -0.003
H5 -2.29 -1.27 1.57  0.025
H6 -1.18 -2.39 0.73  0.027
H7 -0.60 -1.45 2.11  0.001
H8 -2.82 -0.93 -2.47  0.001
H9 -1.75 -2.13 -1.69  0.000
H10 -3.15 -1.50 -0.81  -0.001
C7 2.19 0.03 -0.44  0.448
H11 2.22 -1.06 -0.31  -0.007
H12 1.98 0.40 -1.44  -0.005
N1 3.33 0.67 0.14  -0.024
O2 3.87 0.13 1.10  0.046
O3 3.69 1.74 -0.32  0.062



> Among the records above, which one has the lowest energy relative to the best compared isomer or geometry (same formula, charge and spin)?

C7H12NO3



> Number 8 is which compound?

C7H12NO3